# 1
Here is a cluster of 3 separate species, C14H29O8 in total from the Open Molecules 2025 dataset. Energies are from ωB97M-V/def2-TZVPD.

HOMO: -4.186 eV
calculated total energy: -1152.72683 Eh
net charge: -1
orbital gap: 6.09 eV
2S+1: 1

Last columns: bonded neighbours and bond lengths (Å).
Positions of all 51 atoms, in Å:
1 H -6.27385 -5.25093 0.25684  C13 1.093
2 O -4.36028 -3.96586 -0.94258  C23 1.421, C33 1.415
3 C 2.86916 2.93479 0.86718  H29 1.086, H38 1.086, C47 1.534, H48 1.086
4 H -6.64372 -5.50389 1.98331  C13 1.096
5 H -2.16037 -1.04463 -1.53179  C41 1.095
6 C 7.24324 3.35250 -1.85027  C20 1.558, H30 1.089, H40 1.088, C45 1.509
7 H -0.50503 -1.17016 0.29477  C28 1.095
8 C 5.29088 2.28730 0.97370  O21 1.196, O25 1.338, C47 1.512
9 H 5.99128 1.71673 -1.26888  C45 1.095
10 H -0.08664 1.79754 2.09162  C51 1.088
11 H -1.91104 0.70303 -1.67164  C41 1.094
12 H -6.18779 -2.96975 -1.02300  C33 1.092
13 C -6.67408 -4.78231 1.15905  H1 1.093, H4 1.096, H15 1.089, O50 1.414
14 H 4.09704 2.35898 -0.84026  C47 1.085
15 H -7.71035 -4.49955 0.97943  C13 1.089
16 C -3.26928 1.39189 0.21707  H17 1.096, H31 1.089, H35 1.092, O49 1.417
17 H -3.90626 1.73488 -0.60571  C16 1.096
18 H 0.18661 -0.50347 -1.19227  C28 1.094
19 H -4.14707 -3.21130 2.32112  C43 1.094
20 C 8.75332 3.72792 -1.77858  C6 1.558, O36 1.267, O39 1.247
21 O 5.37338 1.92118 2.10915  C8 1.196
22 H -5.79291 -4.04928 -2.37623  C33 1.089
23 C -3.94036 -3.23225 0.20009  O2 1.421, H34 1.093, C43 1.512, H44 1.095
24 H -4.29075 -4.82366 1.60257  C43 1.095
25 O 6.27198 2.96496 0.36634  C8 1.338, C45 1.451
26 H 3.73066 1.06598 0.28653  C47 1.090
27 H 0.55226 0.14327 2.12774  C51 1.095
28 C -0.52144 -0.30892 -0.38099  H7 1.095, H18 1.094, C41 1.512, O42 1.416
29 H 2.97644 2.85444 1.94510  C3 1.086
30 H 7.06644 2.95587 -2.84853  C6 1.089
31 H -3.83429 1.44777 1.14608  C16 1.089
32 H -1.20713 0.42287 1.99533  C51 1.093
33 C -5.38531 -3.32225 -1.67513  O2 1.415, H12 1.092, H22 1.089, H46 1.096
34 H -4.17102 -2.16982 0.08353  C23 1.093
35 H -2.39709 2.04442 0.29271  C16 1.092
36 O 9.13730 4.46060 -2.73827  C20 1.267
37 H 7.60450 1.67481 -0.55930  C45 1.086
38 H 1.91995 2.50181 0.56399  C3 1.086
39 O 9.40132 3.26626 -0.81831  C20 1.247
40 H 6.67839 4.27706 -1.75057  C6 1.088
41 C -1.90274 -0.13872 -0.97266  H5 1.095, H11 1.094, C28 1.512, O49 1.420
42 O -0.08699 0.85850 0.29186  C28 1.416, C51 1.417
43 C -4.55454 -3.76910 1.47280  H19 1.094, C23 1.512, H24 1.095, O50 1.420
44 H -2.85235 -3.33069 0.26874  C23 1.095
45 C 6.78570 2.33340 -0.83522  C6 1.509, H9 1.095, O25 1.451, H37 1.086
46 H -4.98414 -2.47320 -2.23974  C33 1.096
47 C 3.99384 2.12121 0.21382  C3 1.534, C8 1.512, H14 1.085, H26 1.090
48 H 2.91302 3.97666 0.56386  C3 1.086
49 O -2.89409 0.03906 0.02795  C16 1.417, C41 1.420
50 O -5.96485 -3.60644 1.49657  C13 1.414, C43 1.420
51 C -0.22095 0.79051 1.70109  H10 1.088, H27 1.095, H32 1.093, O42 1.417



# 2
Here is a cluster of 2 separate species, C2H4O4Si in total from the Open Molecules 2025 dataset. Energies are from ωB97M-V/def2-TZVPD.

energy above the lowest of the compared OMol25 structures with the same formula, charge and spin: 58.2 kcal per mole
HOMO: -8.703 eV
calculated total energy: -669.07384 Eh
orbital gap: 8.14 eV
2S+1: 1

Last columns: bonded neighbours and bond lengths (Å).
Positions of all 11 atoms, in Å:
1 C -2.85011 -0.19534 0.34347  O9 1.294, C11 1.191
2 O 2.64019 1.11644 -0.62280  H4 0.903, Si10 1.621
3 O 2.60507 -1.18698 0.58848  H5 0.911, Si10 1.616
4 H 2.36778 1.55504 -1.36340  O2 0.903
5 H 3.47743 -1.06840 0.82424  O3 0.911
6 H -1.43238 -0.19169 1.43618  O9 0.963
7 O 0.20291 0.02873 0.40197  Si10 1.500
8 H -3.51232 -1.27855 -1.50205  C11 1.055
9 O -2.29379 0.23813 1.42809  C1 1.294, H6 0.963
10 Si 1.66534 0.02155 0.07000  O2 1.621, O3 1.616, O7 1.500
11 C -3.28132 -0.75095 -0.61805  C1 1.191, H8 1.055